(1)
26
Properties=species:S:1:pos:R:3:nbo_charge:R:1 method="wB97M-V/def2-TZVPD" gap_ha=0.36462 mol_weight_g_mol=131.219 total_charge=0 e_above_lowest_ev=2.743
C 3.007 0.310 0.002 -0.620
C 1.632 -0.350 -0.050 0.233
C 1.309 -1.037 1.278 -0.639
O 1.695 -1.312 -1.107 -0.726
C 0.570 0.704 -0.410 -0.211
N 0.248 1.592 0.624 -0.823
H 3.761 -0.420 0.294 0.212
H 2.992 1.128 0.719 0.221
H 3.269 0.698 -0.981 0.213
H 0.319 -1.496 1.249 0.195
H 1.338 -0.321 2.096 0.229
H 2.041 -1.822 1.467 0.218
H 0.869 -1.808 -1.120 0.461
H 0.807 1.182 -1.363 0.202
H -0.470 0.048 -0.587 0.176
H -0.050 2.483 0.239 0.360
H -0.732 1.189 1.068 0.362
C -2.231 0.294 0.955 -0.515
C -2.045 -0.441 -0.195 -0.198
C -2.738 -0.092 -1.486 -0.641
H -2.858 1.177 0.924 0.209
H -2.136 -0.184 1.921 0.221
H -1.842 -1.503 -0.079 0.208
H -2.141 -0.399 -2.346 0.216
H -2.914 0.982 -1.556 0.212
H -3.701 -0.602 -1.554 0.226

=====

(2)
27
Properties=species:S:1:pos:R:3:nbo_charge:R:1 method="wB97M-V/def2-TZVPD" gap_ha=0.32855 mol_weight_g_mol=147.218 total_charge=0 e_above_lowest_ev=2.130
C -1.758 -1.214 0.594 -0.736
C -1.615 0.269 0.371 0.821
O -2.034 0.793 -0.644 -0.528
O -1.695 1.151 1.627 -0.755
H -0.757 -1.668 0.628 0.243
H -2.257 -1.433 1.548 0.229
H -2.356 -1.662 -0.205 0.253
H -1.690 0.593 2.414 0.468
C 2.036 2.877 -2.348 -0.604
C 1.846 1.860 -1.229 -0.408
C 1.371 2.508 0.069 -0.211
N 0.984 1.538 1.085 -0.660
C 2.097 0.828 1.695 -0.217
C 1.779 0.224 3.052 -0.612
H 2.357 2.387 -3.278 0.211
H 1.098 3.412 -2.556 0.205
H 2.792 3.628 -2.074 0.200
H 1.117 1.095 -1.535 0.206
H 2.793 1.327 -1.054 0.191
H 2.167 3.181 0.445 0.154
H 0.501 3.144 -0.149 0.202
H 0.216 1.962 1.857 0.395
H 2.410 0.029 1.007 0.182
H 2.986 1.482 1.795 0.157
H 2.701 0.031 3.617 0.219
H 1.166 0.895 3.671 0.201
H 1.196 -0.700 2.934 0.198

=====

(3)
30
Properties=species:S:1:pos:R:3:nbo_charge:R:1 method="wB97M-V/def2-TZVPD" gap_ha=0.29468 mol_weight_g_mol=240.140 total_charge=+1 e_above_lowest_ev=0.639
C 2.294 -0.848 -1.635 -0.416
C 3.286 0.119 0.531 -0.416
C -0.341 1.498 0.949 -0.392
C -0.027 1.363 -0.601 -0.410
C -1.727 1.089 1.408 -0.465
C 1.483 1.272 -0.931 -0.219
C -1.948 -0.388 1.074 -0.882
N 2.017 -0.024 -0.537 -0.424
O 0.515 -1.466 0.866 -1.111
O -4.614 0.091 0.540 -0.989
P -0.965 -1.831 0.797 1.283
P -3.630 -0.998 0.592 1.475
P -4.910 -2.961 -0.045 0.340
H 2.446 -1.892 -1.245 0.226
H 1.323 -1.067 -2.154 0.221
H 3.099 -0.503 -2.173 0.218
H 3.867 1.058 0.300 0.233
H 2.730 0.126 1.489 0.231
H 3.943 -0.860 0.549 0.246
H 0.412 0.913 1.390 0.203
H -0.266 2.499 1.194 0.224
H -0.234 2.377 -1.051 0.228
H -0.616 0.631 -1.101 0.209
H -2.582 1.602 0.937 0.253
H -1.713 1.243 2.534 0.252
H 1.602 1.508 -1.973 0.227
H 1.958 1.986 -0.381 0.208
H 1.318 -0.681 0.049 0.489
H -3.819 -3.688 -0.278 -0.021
H -4.899 -2.168 -1.092 -0.021

=====

(4)
29
Properties=species:S:1:pos:R:3:nbo_charge:R:1 method="wB97M-V/def2-TZVPD" gap_ha=0.35995 mol_weight_g_mol=195.284 total_charge=0 e_above_lowest_ev=1.197
C -1.731 -2.245 -0.967 -0.603
C -1.055 -1.550 0.257 -0.031
C -2.147 -1.005 1.275 -0.595
N -0.367 -0.309 -0.286 -0.683
C 0.742 0.243 0.516 -0.295
C 0.902 1.757 0.335 -0.214
C -0.341 2.427 0.911 -0.599
C 1.205 2.106 -1.161 -0.599
S 2.176 -0.751 0.108 2.354
O 3.467 -0.297 0.446 -0.906
O 1.925 -2.111 0.380 -0.967
O 2.000 -0.686 -1.553 -0.952
H -2.535 -1.699 -1.340 0.209
H -0.932 -2.346 -1.779 0.199
H -2.085 -3.210 -0.611 0.217
H -0.366 -2.204 0.773 0.211
H -2.893 -0.351 0.781 0.206
H -1.711 -0.377 2.022 0.197
H -2.543 -1.659 1.846 0.195
H -0.052 -0.221 -1.300 0.408
H 0.638 0.112 1.627 0.252
H 1.812 2.014 0.902 0.212
H -0.786 1.745 1.779 0.200
H -0.111 3.454 1.258 0.220
H -1.025 2.416 0.119 0.215
H 1.390 3.099 -1.312 0.213
H 0.404 1.746 -1.715 0.194
H 2.052 1.525 -1.352 0.220
H 1.966 -1.624 -1.959 0.521

=====

(5)
27
Properties=species:S:1:pos:R:3:nbo_charge:R:1 method="wB97M-V/def2-TZVPD" gap_ha="0.30126 / 0.30777" mol_weight_g_mol=163.286 total_charge=0 e_above_lowest_ev=7.034
C 3.251 0.702 0.625 -0.367
C 3.993 0.696 -0.640 -0.699
C -3.226 0.449 1.330 -0.608
C -0.791 1.246 -0.379 -0.616
C -0.803 -1.026 -1.520 -0.634
C -2.659 -0.533 0.203 -0.388
C -1.175 -0.238 -0.194 0.054
N -0.593 -0.840 1.021 -0.520
O 2.456 -1.703 -0.218 -0.984
S 2.010 -0.588 0.662 1.132
H 2.980 1.633 1.083 0.202
H 4.658 1.626 -0.780 0.231
H 3.216 0.685 -1.451 0.236
H 4.628 -0.208 -0.788 0.249
H -3.218 1.462 0.883 0.199
H -4.160 -0.012 1.717 0.211
H -2.590 0.481 2.120 0.209
H -0.950 1.781 0.539 0.216
H 0.268 1.313 -0.528 0.206
H -1.312 1.647 -1.204 0.214
H -0.890 -0.350 -2.537 0.206
H 0.267 -1.354 -1.362 0.229
H -1.314 -1.937 -1.597 0.210
H -2.685 -1.531 0.806 0.219
H -3.357 -0.449 -0.698 0.212
H -0.260 -1.740 1.017 0.316
H 2.256 -1.211 1.890 0.065

=====

(6)
28
Properties=species:S:1:pos:R:3:nbo_charge:R:1 method="wB97M-V/def2-TZVPD" gap_ha=0.22262 mol_weight_g_mol=165.209 total_charge=-1 e_above_lowest_ev=2.517
C 2.942 -0.591 -0.515 -0.186
H 2.656 0.206 0.195 0.192
H 3.592 -1.457 -0.292 0.193
H 2.872 -0.309 -1.574 0.201
O 1.451 -1.451 -0.487 -0.708
C 1.000 -1.905 0.746 -0.078
C -0.119 -2.927 0.621 -0.072
O -1.389 -2.375 0.353 -0.558
C -1.645 -2.061 -0.998 -0.102
C -3.104 -1.690 -1.187 -0.078
O -3.427 -0.357 -0.867 -0.542
C -3.462 -0.060 0.509 -0.249
H 0.629 -1.061 1.369 0.139
H 1.822 -2.390 1.320 0.137
H 0.143 -3.670 -0.155 0.161
H -0.209 -3.458 1.581 0.170
H -1.422 -2.939 -1.633 0.159
H -1.005 -1.230 -1.335 0.209
H -3.356 -1.811 -2.249 0.183
H -3.733 -2.388 -0.604 0.159
H -3.903 0.938 0.617 0.177
H -4.082 -0.790 1.057 0.156
H -2.454 -0.057 0.950 0.187
C 5.620 0.646 0.476 -0.213
O 4.839 0.517 -0.653 -0.928
H 6.560 1.207 0.273 0.112
H 5.099 1.181 1.307 0.089
H 5.921 -0.336 0.913 0.088

=====

(7)
27
Properties=species:S:1:pos:R:3:nbo_charge:R:1 method="wB97M-V/def2-TZVPD" gap_ha="0.28409 / 0.14889" mol_weight_g_mol=196.321 total_charge=0 e_above_lowest_ev=5.928
C -0.845 -1.503 0.689 -0.901
C -0.512 0.705 2.692 -0.592
C 1.789 -1.933 -0.926 -0.597
C 0.583 1.517 -2.144 -0.626
C -0.003 1.294 1.291 -0.751
C 1.671 -0.683 -0.066 -0.758
C -0.485 0.569 -1.641 -0.722
P -0.052 -0.074 0.085 1.464
S -1.786 -2.455 -0.410 0.097
S -3.502 1.442 0.355 -0.223
H -0.773 1.398 3.493 0.217
H -1.414 0.135 2.589 0.226
H 0.173 0.026 3.017 0.212
H 1.234 -2.679 -0.427 0.229
H 1.519 -1.621 -2.017 0.195
H 2.762 -2.211 -1.050 0.212
H 0.010 2.386 -2.413 0.225
H 1.196 1.728 -1.265 0.211
H 0.981 1.077 -3.034 0.228
H 1.006 1.536 1.473 0.240
H -0.642 2.023 0.866 0.253
H 2.555 -0.060 -0.260 0.237
H 1.783 -0.974 0.939 0.229
H -0.756 -0.365 -2.098 0.240
H -1.486 0.993 -1.490 0.247
H -2.388 -3.105 0.497 0.101
H -2.619 0.833 1.256 0.107